Entry 1:
100
Properties=species:S:1:pos:R:3 method="wB97M-V/def2-TZVPD" molar_mass_da=1066.0 fmax_ev_per_a=2.5 charge=0 lumo_energy_ev=-0.5 homo_ev=-9.84 smiles="O=S1(=O)OCCO1.O=S1(=O)OCCO1.O=S1(=O)OCCO1.O=S1(=O)OCCO1.O=S1(=O)OCCO1.O=S1(=O)OCCO1.O=S1(=O)OCCO1.O=S1(=O)OCCO1.CNC(C)=O" energy_ha=-6470.33160
S 0.891 -1.479 -0.316
S -0.178 3.231 3.933
S 0.975 -3.375 -5.816
S -2.473 -2.840 2.813
S -1.046 4.586 -3.112
S -4.688 2.079 1.656
S 3.335 -2.064 2.657
S 5.299 -4.959 -1.460
O -3.504 1.924 2.423
O 4.109 -4.280 -0.612
O -2.774 -4.151 3.280
O -1.216 3.654 3.069
O -3.471 0.220 -3.429
O 4.165 -1.973 4.049
O -5.961 2.338 2.273
O 0.542 -0.643 1.029
O -2.777 -2.462 1.465
O -3.137 -1.782 3.867
O -2.475 4.493 -3.041
O 2.837 -0.504 2.838
O 6.408 -5.157 -0.588
O 4.262 -2.091 1.574
O 2.041 -3.917 -6.588
O -4.841 0.849 0.654
O 0.049 -2.630 -0.357
O 1.203 3.921 3.454
O 0.789 -1.799 -6.189
O -0.950 -2.472 3.220
O 4.488 -6.350 -1.667
O 2.266 -1.717 -0.631
O 2.268 -2.995 2.722
O -0.567 6.005 -2.535
O -0.426 4.347 -4.377
O 0.059 1.834 4.147
O -0.331 3.779 -1.926
O -0.261 -4.082 -5.756
O -0.219 3.994 5.343
O 5.415 -4.224 -2.684
O -4.446 3.184 0.496
O 0.367 -0.277 -1.305
O 1.503 -3.058 -4.285
N -1.655 -1.173 -3.419
C 3.515 -1.170 4.997
C -2.213 -2.140 -2.509
C 2.844 -4.745 -1.024
C -0.387 0.698 -0.658
C -2.329 -0.055 -3.755
C 3.092 -6.114 -1.697
C -5.050 1.239 -0.726
C -1.566 0.872 -4.686
C -0.609 4.490 -0.709
C -4.941 2.762 -0.757
C -2.244 -0.668 3.953
C 2.065 4.031 4.593
C -0.841 -1.241 3.930
C -0.703 6.002 -1.121
C 1.754 -1.014 -5.508
C 1.866 -1.698 -4.138
C 1.124 4.215 5.797
C 2.806 -0.066 4.202
C 0.096 0.669 0.784
H 2.869 -1.596 -3.725
H -2.442 -0.155 3.003
H -0.142 -0.639 3.353
H 1.755 0.116 4.418
H 2.696 -6.199 -2.705
H -4.252 3.057 -1.552
H 2.707 4.905 4.580
H -2.185 -1.901 -1.445
H 1.345 -0.009 -5.439
H -0.139 1.707 -0.984
H 0.882 1.407 0.975
H -5.853 3.297 -1.033
H 1.179 -1.228 -3.434
H -0.708 -1.236 -3.736
H -1.506 4.089 -0.239
H 2.812 -1.760 5.595
H -4.241 0.750 -1.273
H 3.307 0.903 4.172
H -0.730 0.993 1.423
H -3.228 -2.336 -2.855
H -5.915 0.691 -1.095
H -1.720 6.321 -0.884
H -1.008 0.310 -5.447
H -2.280 1.529 -5.168
H -1.715 -3.111 -2.535
H 2.598 -6.821 -1.028
H -0.421 -1.463 4.913
H 4.165 -0.767 5.772
H 2.616 3.093 4.639
H 1.140 5.281 6.027
H 2.694 -0.973 -6.060
H 2.216 -4.759 -0.134
H 2.355 -4.051 -1.712
H -2.419 0.082 4.718
H -0.675 1.326 -4.239
H 0.200 4.353 0.007
H 1.327 3.643 6.698
H 0.004 6.676 -0.651
H -1.442 0.428 -0.752



Entry 2:
10
Properties=species:S:1:pos:R:3 method="wB97M-V/def2-TZVPD" molar_mass_da=75.1 fmax_ev_per_a=3.1 charge=0 lumo_energy_ev=0.7 homo_ev=-10.12 smiles="NC=O.C=O" energy_ha=-284.39782
O 2.167 3.112 2.897
O -0.944 -3.975 -2.034
N 0.471 2.411 1.586
C -1.686 -3.501 -2.864
C 1.729 2.272 2.147
H -0.273 2.986 1.905
H -2.718 -4.041 -3.075
H 2.267 1.388 1.877
H -1.348 -2.534 -3.174
H 0.334 1.881 0.736



Entry 3:
89
Properties=species:S:1:pos:R:3 method="wB97M-V/def2-TZVPD" molar_mass_da=862.9 fmax_ev_per_a=2.1 charge=+2 lumo_energy_ev=-6.5 homo_ev=-13.97 energy_ha=-3333.26775
Ta 0.123 0.330 -0.163
S 0.560 1.258 -2.400
P -1.584 0.169 1.923
P 1.399 -0.198 2.231
Si 3.178 -1.266 -0.197
Si -2.368 -2.139 -0.160
N 1.649 -0.604 0.589
N 0.044 2.597 -0.280
N -1.419 -0.730 0.482
N 0.719 3.953 -2.092
C 5.066 2.298 3.313
C 0.864 6.360 -1.920
C -0.116 3.659 0.519
C -4.036 3.898 0.887
C -2.616 1.584 1.492
C 1.056 -2.918 2.543
C -4.032 -1.570 -0.689
C -2.850 2.544 2.483
C -2.488 -0.700 3.189
C -4.634 -1.329 4.084
C 2.848 2.123 2.402
C 0.447 2.801 -1.544
C 0.553 5.036 -1.308
C 3.968 2.882 2.688
C 0.985 -4.084 3.290
C -3.557 3.693 2.180
C 5.042 0.954 3.654
C 2.509 -2.309 -1.564
C -2.610 -2.135 5.116
C 1.553 -2.848 5.283
C -3.814 2.949 -0.098
C -3.885 -0.632 3.149
C 1.621 -1.678 4.544
C 4.083 0.203 -0.817
C 4.203 -2.254 0.965
C 0.002 0.825 2.122
C 0.119 4.914 0.020
C -3.106 1.788 0.205
C -2.474 -3.443 1.132
C -1.853 -1.445 4.182
C 2.822 0.767 2.735
C 1.239 -4.048 4.656
C 3.924 0.184 3.363
C -3.996 -2.084 5.061
C -1.331 -2.648 -1.609
C 1.378 -1.713 3.168
H 4.934 -1.626 1.475
H 5.043 -0.101 -1.247
H -4.585 -2.625 5.791
H 0.574 7.188 -1.278
H 1.750 -2.825 6.348
H 4.289 0.908 -0.006
H 2.061 -3.231 -1.183
H 5.893 0.503 4.150
H -0.434 -3.190 -1.293
H 1.760 -1.780 -2.165
H 1.981 2.579 1.943
H -2.503 -4.425 0.646
H 3.520 0.717 -1.600
H -4.200 3.101 -1.097
H -3.740 4.432 2.950
H -1.624 -3.427 1.818
H -4.534 -0.965 0.069
H -4.386 -0.029 2.402
H -2.117 -2.708 5.892
H 3.986 3.935 2.438
H -4.656 -2.451 -0.873
H 1.853 -0.741 5.037
H -0.431 3.461 1.537
H 1.937 6.418 -2.116
H -0.780 -1.481 4.236
H -2.960 1.046 -0.567
H -3.388 -3.336 1.722
H 0.740 -5.023 2.808
H 0.363 6.443 -2.885
H -3.990 -0.996 -1.620
H -5.714 -1.274 4.058
H 1.199 -4.962 5.235
H -1.027 -1.787 -2.220
H 3.316 -2.595 -2.245
H 5.940 2.896 3.540
H -0.021 5.786 0.643
H -4.596 4.795 0.655
H -2.472 2.390 3.488
H 3.633 -2.813 1.710
H 3.921 -0.867 3.621
H 0.867 -2.944 1.475
H -1.891 -3.310 -2.277
H 4.752 -2.982 0.357



Entry 4:
14
Properties=species:S:1:pos:R:3 method="wB97M-V/def2-TZVPD" molar_mass_da=174.7 fmax_ev_per_a=4.8 charge=-1 lumo_energy_ev=3.0 homo_ev=-1.71 energy_ha=-337.71469
Sr 5.252 0.390 1.011
O -2.230 -0.327 1.041
O 2.703 -0.302 0.721
C 0.340 -0.284 0.343
C 1.675 -0.161 -0.036
C -2.037 0.316 -0.199
C -0.685 -0.146 -0.772
H -1.976 1.415 -0.058
H -0.365 0.571 -1.545
H 1.871 0.274 -1.037
H 0.269 0.048 1.391
H -0.861 -1.117 -1.264
H -2.847 0.006 -0.884
H -1.108 -0.683 1.289



Entry 5:
161
Properties=species:S:1:pos:R:3 method="wB97M-V/def2-TZVPD" molar_mass_da=1414.2 fmax_ev_per_a=4.8 charge=0 lumo_energy_ev=-1.2 homo_ev=-9.54 energy_ha=-5102.75688
O -2.641 -2.873 -2.191
O 0.496 5.384 -2.775
O 10.637 2.542 -0.909
O 1.776 -3.609 5.952
O 3.753 -5.243 2.118
O 5.225 -4.872 0.654
O -5.716 0.417 -0.518
O -4.463 -2.536 -1.139
O -2.802 -1.212 5.066
O -3.142 2.622 -4.147
O -7.160 -3.175 1.986
O 0.190 -2.228 2.275
O -7.820 -1.281 1.123
O 5.537 -3.425 -1.949
O -3.045 3.502 5.374
O 4.142 -1.972 -2.785
O 2.979 1.122 -5.390
O 0.867 0.506 -5.413
O -7.008 -0.854 -1.800
O -2.860 4.861 3.744
O 2.717 -1.662 6.017
O -1.262 3.272 -3.314
O 12.173 0.931 -0.895
O -1.835 -2.021 1.668
O -1.436 -2.848 5.438
O 1.460 6.532 -1.286
N 2.019 -2.521 6.485
N -7.036 -1.947 1.698
N 4.571 -4.469 1.577
N -0.686 -1.789 1.507
N -3.749 -2.523 -2.118
N -6.469 0.221 -1.575
N 1.428 5.542 -2.001
N 11.022 1.359 -0.888
N -2.655 3.820 4.253
N 4.408 -3.023 -2.187
N -2.472 -2.400 4.957
N -2.463 3.433 -3.499
N 1.763 1.308 -5.678
C 3.347 -3.994 -1.815
C 1.045 -0.913 -0.058
C 0.403 5.111 -6.961
C -0.298 -1.011 0.365
C 0.503 1.448 2.494
C 2.514 4.507 -1.729
C -3.053 4.596 -2.839
C 4.137 -0.269 1.845
C -5.596 -2.460 -3.776
C -6.511 3.667 -3.032
C -3.477 -3.325 4.462
C -5.341 -1.282 -5.888
C 8.049 -0.763 -1.764
C 5.235 -2.202 0.907
C 10.024 0.268 -0.943
C -3.690 -1.085 -4.238
C 0.543 -3.309 9.946
C -6.077 -2.167 -5.075
C 0.338 0.446 -1.898
C 0.732 -2.043 10.559
C 4.341 2.529 -1.078
C -7.035 3.396 -4.320
C -7.369 2.093 -4.708
C 0.999 -3.442 8.646
C -6.526 1.319 -2.527
C 3.399 -2.499 2.541
C 2.182 3.648 -6.585
C 1.583 -1.092 8.532
C -1.301 -0.262 -0.284
C -4.358 -1.931 -3.446
C -0.116 2.913 -6.160
C -0.279 0.881 3.581
C -0.797 3.465 2.537
C 9.356 -1.978 -0.195
C 3.572 2.353 -2.278
C -4.046 -5.432 3.387
C 1.264 2.692 -6.121
C -1.308 1.682 4.121
C -4.803 -3.192 4.868
C 8.271 -1.941 -1.029
C 5.146 -0.833 1.102
C -1.589 2.955 3.572
C -5.700 -1.368 2.190
C 4.214 3.667 -0.268
C 0.260 2.733 2.047
C 1.368 -0.197 -1.168
C 1.748 4.837 -7.099
C 3.343 4.622 -0.609
C 3.236 -1.116 2.596
C 1.278 -0.941 9.902
C -0.635 4.183 -6.651
C 8.898 0.361 -1.718
C -5.416 -5.285 3.674
C -3.143 -4.468 3.723
C -5.718 -4.249 4.534
C 10.310 -0.980 -0.220
C 1.508 -2.396 7.905
C 2.605 3.385 -2.503
C -0.968 0.388 -1.455
C 4.358 -3.018 1.626
C -4.125 -0.645 -5.542
C -7.174 1.091 -3.780
C -6.169 2.639 -2.208
H 3.229 -4.941 -2.343
H -2.328 5.404 -2.738
H 7.210 -0.823 -2.442
H -1.922 1.225 4.884
H 2.434 5.585 -7.469
H 1.301 0.876 2.044
H -0.972 4.471 2.184
H -6.436 4.650 -2.591
H 3.241 3.437 -6.549
H -3.174 4.174 -1.841
H -5.239 -0.940 1.300
H 9.587 -2.906 0.307
H 1.831 -1.417 0.484
H -0.039 -0.123 3.899
H -7.065 -2.472 -5.387
H -1.722 0.938 -1.998
H -2.286 -0.417 0.130
H 2.397 -0.142 -1.489
H 2.023 3.227 -3.399
H -7.361 0.058 -4.034
H -5.907 -0.472 2.774
H -3.490 0.016 -6.114
H 3.322 5.392 0.147
H 0.739 1.108 -2.650
H 3.658 1.424 -2.821
H 3.350 -4.024 -0.725
H -7.929 1.888 -5.609
H -5.102 -2.426 5.568
H 0.864 3.186 1.276
H 1.016 -4.414 8.175
H 8.746 1.221 -2.353
H 2.537 -0.749 3.332
H 5.006 1.756 -0.723
H -0.841 2.151 -5.918
H 2.767 -3.143 3.135
H -6.768 -4.167 4.772
H -1.710 4.287 -6.627
H 0.571 -1.776 11.593
H 0.088 6.075 -7.332
H 4.603 3.616 0.739
H 1.983 -0.270 7.957
H -2.135 -4.708 3.416
H 5.755 -0.181 0.494
H -2.774 -0.634 -3.885
H 1.420 0.043 10.324
H 2.430 -3.527 -2.174
H -5.801 -1.003 -6.824
H -6.212 -3.052 -3.116
H 11.226 -1.076 0.342
H 3.979 0.798 1.892
H -6.186 -5.931 3.279
H 6.145 -2.561 0.451
H -3.703 -6.222 2.735
H -4.065 4.709 -3.229
H -5.824 2.829 -1.202
H -5.003 -2.123 2.555
H 0.229 -4.144 10.555
H 7.471 -2.633 -1.250
H -7.100 4.195 -5.044



Entry 6:
19
Properties=species:S:1:pos:R:3 method="wB97M-V/def2-TZVPD" molar_mass_da=87.2 fmax_ev_per_a=1.0 charge=0 lumo_energy_ev=1.0 homo_ev=-8.31 smiles="C=CN.CCC" energy_ha=-253.02730
N 0.806 1.785 1.013
C 1.213 4.133 0.561
C -0.158 -1.588 0.284
C -1.147 -1.793 -0.844
C -0.997 -3.106 -1.592
C 0.845 3.140 1.359
H -1.199 -3.944 -0.931
H 1.425 1.568 0.251
H -0.205 -2.387 1.023
H -1.730 -3.151 -2.401
H 1.131 5.155 0.885
H -1.148 -0.938 -1.516
H 0.539 3.331 2.377
H 0.864 -1.564 -0.105
H -0.024 -3.232 -2.066
H 0.747 1.156 1.797
H 1.528 3.901 -0.449
H -2.165 -1.824 -0.441
H -0.327 -0.643 0.795



Entry 7:
19
Properties=species:S:1:pos:R:3 method="wB97M-V/def2-TZVPD" molar_mass_da=152.2 fmax_ev_per_a=3.3 charge=0 lumo_energy_ev=0.0 homo_ev=-8.36 smiles=CSS.O.O.O.O energy_ha=-1142.59099
S -1.201 1.673 1.251
S -2.913 1.387 -0.056
O 1.884 -2.112 -0.430
O 1.946 1.415 -0.282
O 0.892 0.203 -2.605
O -1.095 -1.651 -0.441
C -1.067 0.440 2.607
H -1.463 1.031 3.391
H 2.212 -2.986 -0.566
H 1.352 0.424 -1.804
H -2.527 2.223 -1.070
H -0.824 -0.787 -0.797
H 1.714 1.011 0.619
H -0.057 0.026 2.831
H -1.697 -0.429 2.407
H 2.902 1.121 -0.275
H -1.857 -1.879 -1.004
H 0.832 1.006 -3.099
H 0.967 -2.114 -0.678



Entry 8:
13
Properties=species:S:1:pos:R:3 method="wB97M-V/def2-TZVPD" molar_mass_da=68.1 fmax_ev_per_a=2.4 charge=0 lumo_energy_ev=1.3 homo_ev=-9.77 smiles=C1C[C@H]2C[C@@H]12 energy_ha=-195.22176
C -1.090 -0.364 -0.322
C 1.350 -0.547 -0.187
C 0.654 0.578 0.555
C 0.083 -0.831 0.563
C -0.586 1.078 -0.170
H -2.094 -0.531 0.104
H 2.358 -0.770 0.176
H -1.066 -0.836 -1.306
H 1.215 1.169 1.280
H -0.456 1.643 -1.089
H -0.414 -1.582 1.133
H 1.268 -0.631 -1.270
H -1.222 1.623 0.533



Entry 9:
53
Properties=species:S:1:pos:R:3 method="wB97M-V/def2-TZVPD" molar_mass_da=631.3 fmax_ev_per_a=4.1 charge=-2 lumo_energy_ev="4.7 / 4.7" homo_ev="2.93 / 2.12" energy_ha=-2584.08067
Lu 0.123 0.092 0.052
I -1.564 -2.326 -2.296
O 1.203 0.000 -1.794
N -3.006 1.261 -0.150
N 0.033 -2.755 0.748
N 1.375 0.948 1.655
N -1.759 2.612 -1.257
N 1.278 -2.991 -1.021
C 1.921 -3.618 0.024
C -0.451 2.407 2.578
C -1.069 -2.460 1.639
C -3.811 2.309 -0.551
C -0.116 -0.318 -3.824
C 1.143 -3.487 1.117
C 0.911 1.829 2.625
C 3.052 1.263 3.136
C 2.686 0.598 1.961
C 0.082 -0.273 -2.312
C 3.476 -0.331 1.126
C -1.693 1.439 -0.539
C 1.936 2.039 3.554
C -0.653 3.223 -1.964
C 1.751 -3.027 -2.389
C -3.027 3.159 -1.248
C 0.157 -2.352 -0.591
C -3.513 0.124 0.588
H -4.594 0.258 0.755
H 3.242 -0.209 0.055
H 0.942 -3.312 -3.067
H 2.187 -2.068 -2.695
H -4.859 2.360 -0.313
H -0.739 -1.820 2.479
H 0.296 3.138 -1.402
H -1.237 1.627 2.573
H -0.882 4.286 -2.128
H -1.147 -0.033 -4.053
H -1.878 -1.958 1.093
H -3.019 0.030 1.574
H 1.847 2.688 4.416
H -0.602 3.035 3.469
H 0.131 -1.300 -4.261
H 4.549 -0.128 1.279
H -0.502 2.751 -2.951
H -0.591 3.037 1.682
H 3.275 -1.378 1.408
H 1.259 -3.903 2.105
H 0.554 0.422 -4.297
H -1.473 -3.390 2.073
H -3.360 -0.815 0.027
H 2.527 -3.800 -2.427
H 4.020 1.182 3.615
H 2.845 -4.153 -0.136
H -3.257 4.087 -1.740